# 1
Formula: C2H10N2
Source: the OMol25 dataset
Level of theory: wB97M-V/def2-TZVPD

Structure (ORCA input):
```
! wB97M-V def2-TZVPD RIJCOSX def2/J DEFGRID3
* xyz 0 1
N 2.045 -1.837 2.615
H 2.505 -1.774 1.726
H 1.579 -2.726 2.545
H 1.302 -1.140 2.641
C -1.582 0.968 -0.001
N -0.969 1.174 -1.315
C 0.021 0.245 -1.863
H -2.396 1.694 0.031
H -1.781 -0.064 0.286
H -0.922 1.338 0.821
H -0.483 2.050 -1.118
H -0.568 -0.458 -2.464
H 0.746 -0.208 -1.189
H 0.504 0.737 -2.713
*
```

The electronic energy comes out at -191.662466 a.u. The energy relative to the best compared isomer or geometry (same formula, charge and spin) comes out at 21.9 kcal per mole. As for the SMILES: CNC.N. For the HOMO energy, the calculation gives -8.88 eV. Its orbital gap is 9.68 eV.

=====

# 2
Formula: C2H10N2
Source: the OMol25 dataset
Level of theory: wB97M-V/def2-TZVPD

Structure (ORCA input):
```
! wB97M-V def2-TZVPD RIJCOSX def2/J DEFGRID3
* xyz 0 1
N 3.520 4.190 -0.185
C 3.704 2.783 -0.425
H 3.804 4.448 0.766
H 2.535 4.463 -0.272
H 3.590 2.616 -1.509
H 3.040 2.083 0.110
H 4.747 2.564 -0.142
N -2.778 -2.886 0.446
C -4.121 -3.418 0.293
H -2.502 -2.419 -0.425
H -2.138 -3.681 0.557
H -4.200 -3.969 -0.659
H -4.910 -2.648 0.321
H -4.289 -4.125 1.123
*
```

The electronic energy comes out at -191.673585 a.u. The energy relative to the best compared isomer or geometry (same formula, charge and spin) comes out at 14.9 kcal per mole. As for the SMILES: CN.CN. For the HOMO energy, the calculation gives -9.25 eV. Its orbital gap is 10.46 eV.

=====

# 3
Formula: C2H10N2
Source: the OMol25 dataset
Level of theory: wB97M-V/def2-TZVPD

Structure (ORCA input):
```
! wB97M-V def2-TZVPD RIJCOSX def2/J DEFGRID3
* xyz 0 1
C -2.449 -1.710 0.071
N -1.012 -1.620 -0.054
H -2.728 -2.088 1.051
H -2.856 -2.317 -0.729
H -2.985 -0.746 -0.007
H -0.696 -1.608 -1.009
H -0.510 -0.994 0.551
C 2.410 1.890 0.158
N 1.088 1.293 -0.053
H 2.429 2.958 -0.108
H 3.176 1.304 -0.327
H 2.643 2.030 1.209
H 0.401 2.018 -0.217
H 1.133 0.787 -0.929
*
```

The electronic energy comes out at -191.669813 a.u. The energy relative to the best compared isomer or geometry (same formula, charge and spin) comes out at 17.3 kcal per mole. As for the SMILES: CN.CN. For the HOMO energy, the calculation gives -8.59 eV. Its orbital gap is 9.62 eV.

=====

# 4
Formula: C2H10N2O
Source: the OMol25 dataset
Level of theory: wB97M-V/def2-TZVPD

Structure (ORCA input):
```
! wB97M-V def2-TZVPD RIJCOSX def2/J DEFGRID3
* xyz 0 1
C -0.653 -2.111 0.913
O -0.817 -0.856 1.652
H -1.617 -2.605 0.845
H -0.562 -1.664 -0.076
H 0.222 -2.685 1.197
H -1.348 -1.042 2.431
N -0.539 1.654 -0.288
C 0.333 0.976 -1.253
N 1.711 1.334 -1.238
H -1.206 1.079 0.217
H 0.150 1.753 0.479
H 0.310 -0.118 -1.025
H -0.144 1.003 -2.243
H 1.847 2.332 -1.092
H 2.312 0.950 -0.518
*
```

The electronic energy comes out at -266.894528 a.u. The energy relative to the best compared isomer or geometry (same formula, charge and spin) comes out at 31.2 kcal per mole. As for the SMILES: NCN.CO. For the HOMO energy, the calculation gives -9.08 eV. Its orbital gap is 9.84 eV.

=====

# 5
Formula: C2H10N2O
Source: the OMol25 dataset
Level of theory: wB97M-V/def2-TZVPD

Structure (ORCA input):
```
! wB97M-V def2-TZVPD RIJCOSX def2/J DEFGRID3
* xyz 0 1
N 0.823 -1.107 1.509
C 0.319 -0.319 0.379
C 1.347 -0.392 -0.739
N 0.955 0.451 -1.887
H 0.745 -2.086 1.266
H 0.308 -0.960 2.368
H 0.161 0.729 0.652
H -0.631 -0.691 0.008
H 2.315 -0.108 -0.343
H 1.435 -1.413 -1.116
H 1.373 1.367 -1.845
H 1.212 -0.014 -2.743
H -3.027 1.161 1.532
H -3.662 0.948 0.148
O -2.821 1.162 0.591
*
```

The electronic energy comes out at -266.929795 a.u. The energy relative to the best compared isomer or geometry (same formula, charge and spin) comes out at 9.1 kcal per mole. As for the SMILES: NCCN.O. For the HOMO energy, the calculation gives -8.93 eV. Its orbital gap is 9.78 eV.

=====

# 6
Formula: C2H10N2O2
Source: the OMol25 dataset
Level of theory: wB97M-V/def2-TZVPD

Structure (ORCA input):
```
! wB97M-V def2-TZVPD RIJCOSX def2/J DEFGRID3
* xyz -1 2
C -0.632 -0.976 1.560
N -1.513 -1.436 0.524
C -1.086 -1.771 -0.799
N -1.695 -2.642 -1.461
H 0.409 -0.611 1.178
H -0.370 -1.787 2.347
H -1.085 -0.059 2.097
H -2.481 -1.902 0.537
H 0.067 -1.672 -0.845
H -1.579 -2.609 -2.483
H 5.424 3.271 3.480
H 4.191 3.074 2.513
O 4.768 2.587 3.150
H -1.555 2.773 -3.393
H -1.734 1.670 -4.518
O -1.128 2.090 -3.889
*
```

The electronic energy comes out at -342.070882 a.u. The energy relative to the best compared isomer or geometry (same formula, charge and spin) comes out at 44.9 kcal per mole. For the HOMO energy (spin up / spin down), the calculation gives 1.30 / -6.22 eV. Its orbital gap (spin up / spin down) is 1.83 / 9.41 eV.